Entry from the OMol25 dataset: a cluster of 11 separate species, C18H59N13O11 in total (ωB97M-V/def2-TZVPD).

Summary:
E_LUMO = -0.0186 eV
SMILES = COC[C@H](C)N.NC(N)=O.NC(N)=O.NC(N)=O.NC(N)=O.NC(N)=O.NC(N)=O.CCO.CCO.CCO.CCO
F_max = 0.0559 Eh/bohr
HOMO level = -9.30 eV
Relative energy (zero: lowest compared OMol25 entry of this formula, charge and spin) = 0.0 kcal per mole
Frontier orbital gap = 9.279 eV
Multiplicity = 1

```
101
C18H59N13O11 ωB97M-V/def2-TZVPD
C -22.861 1.254 -18.640
O -22.966 0.531 -19.845
C -22.290 1.167 -20.937
C -22.264 0.179 -22.106
C -21.250 -0.966 -22.092
N -22.138 0.908 -23.393
H -21.828 1.300 -18.272
H -23.400 0.756 -17.830
H -23.300 2.252 -18.754
H -22.877 2.036 -21.253
H -21.270 1.453 -20.638
H -23.230 -0.328 -22.151
H -21.496 -1.617 -22.933
H -21.220 -1.445 -21.112
H -20.248 -0.621 -22.369
H -22.994 1.408 -23.597
H -21.397 1.603 -23.357
N -26.883 -2.258 -25.799
C -27.795 -3.309 -25.740
N -27.948 -3.787 -24.455
O -28.298 -3.808 -26.746
H -26.750 -1.863 -26.711
H -26.302 -1.964 -25.041
H -28.506 -4.582 -24.220
H -27.613 -3.196 -23.685
N -24.707 -2.070 -21.275
C -25.649 -2.864 -21.932
N -25.203 -4.172 -22.182
O -26.798 -2.475 -22.266
H -25.116 -1.182 -21.019
H -23.726 -2.270 -21.305
H -25.795 -4.727 -22.794
H -24.215 -4.327 -22.049
N -25.784 -8.143 -18.982
C -25.762 -7.257 -20.042
N -25.069 -6.068 -19.870
O -26.396 -7.457 -21.111
H -26.360 -8.955 -19.065
H -25.367 -7.835 -18.126
H -24.650 -5.815 -18.990
H -25.195 -5.290 -20.508
N -21.007 -5.665 -22.619
C -22.038 -5.538 -21.717
N -22.513 -6.757 -21.228
O -22.487 -4.445 -21.260
H -20.593 -4.820 -22.967
H -20.677 -6.570 -22.868
H -23.343 -6.724 -20.647
H -22.225 -7.622 -21.641
N -24.502 -7.575 -23.796
C -25.572 -7.204 -24.589
N -26.713 -6.860 -23.861
O -25.564 -7.227 -25.813
H -23.701 -7.880 -24.324
H -24.388 -7.358 -22.830
H -27.544 -6.671 -24.391
H -26.839 -7.269 -22.930
N -29.720 -1.005 -24.750
C -30.796 -0.464 -24.059
N -31.982 -0.360 -24.791
O -30.822 -0.082 -22.875
H -28.939 -1.408 -24.267
H -29.993 -1.475 -25.596
H -32.100 -0.666 -25.737
H -32.812 -0.191 -24.258
C -23.400 -2.880 -25.570
C -22.395 -3.972 -25.167
O -21.086 -3.595 -25.573
H -23.162 -2.416 -26.527
H -23.362 -2.067 -24.831
H -24.444 -3.190 -25.492
H -22.639 -4.942 -25.598
H -22.506 -3.971 -24.082
H -21.056 -3.575 -26.533
C -26.488 -0.249 -18.910
C -26.964 -0.368 -17.471
O -27.098 0.872 -16.803
H -25.427 -0.003 -18.878
H -27.097 0.428 -19.514
H -26.599 -1.208 -19.428
H -26.272 -1.029 -16.937
H -27.893 -0.952 -17.379
H -27.703 1.408 -17.330
C -26.615 2.361 -21.872
C -27.676 1.457 -22.470
O -28.851 1.581 -21.658
H -25.958 2.642 -22.691
H -26.117 1.837 -21.059
H -27.095 3.246 -21.463
H -27.384 0.407 -22.613
H -27.993 1.856 -23.448
H -29.586 1.178 -22.138
C -23.191 -2.414 -16.856
C -23.137 -2.619 -18.355
O -21.810 -2.975 -18.761
H -24.091 -1.811 -16.683
H -22.338 -1.834 -16.512
H -23.303 -3.327 -16.276
H -23.439 -1.708 -18.892
H -23.864 -3.367 -18.713
H -21.881 -3.463 -19.592
```

Entry from the OMol25 dataset: a cluster of 12 separate species, C18H60N14O12 in total (ωB97M-V/def2-TZVPD).

Summary:
E_LUMO = -0.0928 eV
SMILES = NC(N)=O.NC(N)=O.NC(N)=O.NC(N)=O.NC(N)=O.NC(N)=O.NC(N)=O.CC(C)O.CCO.CCO.CCO.CCO
F_max = 0.0579 Eh/bohr
HOMO level = -9.10 eV
Relative energy (zero: lowest compared OMol25 entry of this formula, charge and spin) = 0.0 kcal per mole
Frontier orbital gap = 9.002 eV
Multiplicity = 1

```
104
C18H60N14O12 ωB97M-V/def2-TZVPD
N -3.403 0.954 1.591
C -4.032 2.121 1.263
N -5.394 2.136 1.361
O -3.408 3.105 0.870
H -4.042 0.262 1.934
H -2.439 0.868 1.338
H -5.942 1.321 1.559
H -5.793 2.893 0.831
N 3.100 1.398 0.360
C 2.982 2.509 1.160
N 1.675 2.748 1.505
O 3.934 3.178 1.519
H 3.962 1.359 -0.153
H 2.257 0.941 0.042
H 1.071 2.050 1.114
H 1.318 3.524 2.026
N -1.356 4.441 -0.611
C -0.617 5.249 0.208
N -1.029 5.199 1.505
O 0.348 5.882 -0.206
H -2.192 3.998 -0.247
H -1.318 4.612 -1.601
H -1.767 4.547 1.726
H -0.574 5.690 2.249
N -0.193 1.040 3.185
C -1.097 0.995 4.215
N -0.984 2.059 5.071
O -1.936 0.118 4.352
H 0.480 1.781 3.230
H -0.260 0.372 2.437
H -0.342 2.810 4.907
H -1.601 2.086 5.860
N 2.068 -2.869 -5.559
C 1.359 -3.107 -4.419
N 2.058 -3.475 -3.316
O 0.129 -2.973 -4.354
H 3.071 -2.854 -5.513
H 1.639 -2.394 -6.331
H 1.438 -3.401 -2.514
H 3.048 -3.315 -3.310
N -1.192 -3.705 -1.891
C -0.413 -3.762 -0.760
N -1.101 -3.957 0.394
O 0.776 -3.431 -0.779
H -2.187 -3.816 -1.856
H -0.706 -3.773 -2.777
H -0.617 -3.971 1.272
H -2.096 -4.006 0.293
N -0.452 -0.248 -5.098
C -1.380 0.281 -4.238
N -1.731 -0.544 -3.192
O -1.801 1.424 -4.329
H -0.163 -1.201 -4.907
H -0.341 0.282 -5.941
H -1.356 -1.469 -3.093
H -2.263 -0.002 -2.542
C 1.265 -3.968 2.643
C 0.229 -4.001 3.738
C -0.220 -2.578 4.084
O -0.953 -4.751 3.327
H 2.233 -3.649 3.021
H 1.147 -3.369 1.735
H 1.306 -4.986 2.235
H 0.583 -4.585 4.591
H -0.912 -2.231 3.317
H 0.647 -1.913 4.108
H -0.690 -2.456 5.061
H -1.569 -4.594 4.049
C -3.581 -1.029 -0.319
C -4.999 -1.254 -0.827
O -5.920 -0.279 -0.343
H -3.046 -0.357 -0.981
H -2.962 -1.932 -0.346
H -3.471 -0.611 0.683
H -5.277 -2.249 -0.460
H -5.062 -1.187 -1.909
H -5.965 -0.388 0.612
C 4.156 -2.199 1.562
C 5.430 -1.563 2.036
O 6.523 -1.965 1.211
H 3.262 -1.802 2.054
H 4.084 -3.280 1.474
H 3.942 -1.776 0.570
H 5.679 -1.725 3.088
H 5.277 -0.487 1.885
H 7.224 -1.319 1.327
C 2.836 3.786 -3.516
C 2.423 4.882 -2.558
O 1.223 5.482 -3.027
H 2.127 2.958 -3.468
H 3.845 3.449 -3.267
H 2.870 4.164 -4.538
H 3.201 5.653 -2.486
H 2.293 4.500 -1.540
H 0.737 5.796 -2.256
C -0.135 1.138 -1.079
C 0.018 -0.320 -0.682
O 0.724 -0.460 0.573
H -0.302 1.807 -0.241
H -0.917 1.182 -1.841
H 0.724 1.466 -1.669
H 0.575 -0.808 -1.483
H -0.940 -0.827 -0.537
H 1.146 -1.329 0.551
```

Entry from the OMol25 dataset: a cluster of 12 separate species, C18H60O12 in total (ωB97M-V/def2-TZVPD).

Summary:
E_LUMO = 0.2740 eV
SMILES = CC(C)O.CC(C)O.CC(C)O.CO.CO.CO.CO.CO.CO.CO.CO.CO
F_max = 0.0282 Eh/bohr
HOMO level = -9.85 eV
Relative energy (zero: lowest compared OMol25 entry of this formula, charge and spin) = 99.7 kcal per mole
Frontier orbital gap = 10.127 eV
Multiplicity = 1

```
90
C18H60O12 ωB97M-V/def2-TZVPD
C -0.554 5.456 3.041
C -0.743 4.076 3.629
C -1.097 2.985 2.625
O 0.379 3.663 4.419
H -0.528 6.196 3.840
H -1.381 5.690 2.368
H 0.376 5.528 2.473
H -1.575 4.136 4.341
H -0.656 3.199 1.650
H -2.175 2.957 2.438
H -0.761 1.992 2.919
H 1.045 3.323 3.812
C 3.296 -5.190 0.925
C 3.007 -3.788 0.431
C 3.246 -2.751 1.554
O 3.853 -3.519 -0.662
H 3.052 -5.403 1.969
H 4.346 -5.435 0.765
H 2.653 -5.931 0.431
H 1.956 -3.734 0.106
H 4.282 -2.433 1.625
H 2.876 -3.142 2.503
H 2.618 -1.882 1.327
H 3.744 -2.608 -0.982
C 4.061 -1.362 -3.325
C 2.698 -0.978 -2.779
C 1.640 -2.004 -3.216
O 2.754 -0.953 -1.341
H 4.017 -1.501 -4.407
H 4.436 -2.291 -2.891
H 4.864 -0.634 -3.174
H 2.427 0.046 -3.052
H 1.632 -2.095 -4.300
H 0.695 -1.649 -2.790
H 1.791 -2.980 -2.753
H 1.941 -1.289 -0.940
C -2.612 3.570 -1.308
O -3.907 4.115 -1.517
H -2.555 2.483 -1.231
H -1.876 3.906 -2.044
H -2.208 3.930 -0.358
H -4.306 3.550 -2.187
C 1.295 3.863 -1.553
O 0.517 3.819 -0.368
H 1.063 2.996 -2.178
H 0.980 4.774 -2.056
H 2.375 3.890 -1.387
H 0.845 3.193 0.288
C -1.978 -1.290 2.672
O -1.974 -1.999 1.452
H -2.886 -1.566 3.220
H -1.167 -1.496 3.379
H -1.998 -0.210 2.534
H -1.935 -2.966 1.641
C -0.571 1.270 -4.251
O -1.668 0.942 -3.400
H -0.770 1.216 -5.318
H -0.241 2.259 -3.938
H 0.248 0.603 -3.959
H -2.116 0.133 -3.658
C -2.963 -1.827 -2.237
O -4.282 -1.682 -2.751
H -2.814 -2.699 -1.604
H -2.300 -1.860 -3.102
H -2.712 -0.898 -1.718
H -4.862 -1.404 -2.027
C -4.627 0.617 0.498
O -5.298 0.130 -0.640
H -5.286 1.220 1.130
H -4.194 -0.130 1.163
H -3.769 1.225 0.189
H -5.566 0.831 -1.235
C -0.045 0.233 -0.268
O 0.163 -1.138 0.052
H 0.139 0.898 0.581
H 0.655 0.453 -1.075
H -1.060 0.398 -0.640
H -0.614 -1.477 0.558
C 2.544 1.325 2.626
O 2.083 2.333 1.733
H 2.024 1.493 3.569
H 2.310 0.305 2.309
H 3.616 1.353 2.833
H 2.702 2.376 0.995
C -0.101 -4.650 2.042
O -1.491 -4.620 1.746
H 0.476 -5.368 1.449
H 0.298 -3.665 1.815
H 0.088 -4.968 3.070
H -1.884 -5.486 1.883
```